Entry 1:
{
  "formula": "C3H9N2",
  "method": "ωB97M-V/def2-TZVPD",
  "symbols": ["N", "N", "C", "C", "C", "H", "H", "H", "H", "H", "H", "H", "H", "H"],
  "positions_angstrom": [[0.47, -0.13, 0.12], [1.67, -0.07, 2.09], [-0.38, 0.40, -0.92], [0.78, 0.34, 1.22], [-1.54, -0.45, -1.35], [-1.21, -1.06, -2.14], [0.83, -1.02, -0.34], [2.40, -0.73, 1.87], [0.16, 0.70, -2.09], [0.23, 1.22, 1.46], [-0.90, 1.34, -0.55], [-2.24, 0.20, -1.88], [1.73, 0.35, 3.04], [-2.00, -1.09, -0.52]],
  "homo_lumo_gap_ev": 11.91,
  "charge": 1,
  "fmax_ha_per_bohr": 0.1570,
  "smiles": "CC/[NH+]=C/N",
  "lumo_energy_ev": -3.37,
  "spin_multiplicity": 1,
  "e_homo_ev": -15.3
}

---

Entry 2:
{
  "formula": "C9H15NSi",
  "method": "ωB97M-V/def2-TZVPD",
  "symbols": ["Si", "N", "C", "C", "C", "C", "C", "C", "C", "C", "C", "H", "H", "H", "H", "H", "H", "H", "H", "H", "H", "H", "H", "H", "H", "H"],
  "positions_angstrom": [[1.07, -1.23, -0.13], [0.35, -2.76, -0.23], [1.51, -0.20, 3.32], [0.22, -0.23, -1.45], [0.92, 0.49, 2.11], [-1.74, 1.28, -2.92], [-0.18, 1.16, -1.10], [-1.38, 0.03, -3.34], [-0.54, 0.88, 2.15], [-0.42, -0.78, -2.58], [-1.10, 1.89, -1.90], [1.51, 0.56, 4.19], [-1.31, 2.87, -1.50], [1.62, 1.22, 1.73], [-0.90, 1.25, 1.10], [2.66, -1.36, -0.36], [-0.70, 1.61, 2.99], [0.68, -3.74, 0.09], [-0.72, -2.81, -0.26], [-2.44, 1.86, -3.51], [-0.08, -1.66, -2.99], [-1.24, 0.01, 2.37], [0.31, 1.65, -0.29], [1.16, -1.19, 3.55], [2.54, -0.34, 3.12], [-1.81, -0.44, -4.17]],
  "homo_lumo_gap_ev": [7.76, 7.76],
  "fmax_ha_per_bohr": 0.0881,
  "lumo_energy_ev": [0.59, 0.59],
  "spin_multiplicity": 1,
  "e_homo_ev": [-7.2, -7.2]
}

---

> What is the formula in the first record?

C3H9N2